{
  "formula": "C4H13NO2",
  "method": "ωB97M-V/def2-TZVPD",
  "elements": ["C", "C", "H", "H", "H", "H", "H", "O", "H", "O", "H", "H", "H", "H", "N", "H", "C", "H", "H", "C"],
  "xyz": [[0.25578, 0.21764, -0.26700], [0.28140, -2.19872, -0.77220], [2.28997, -2.24420, -0.43769], [-1.30918, 3.70918, -1.31567], [0.29196, 0.89959, 0.60328], [-0.15686, 0.68651, -1.15036], [0.14172, -3.16644, -0.28744], [-1.65148, 0.90567, 2.31953], [-0.18160, -2.21024, -1.75109], [-0.51631, 3.62844, -0.76002], [-1.47306, -1.18444, -0.52863], [-1.46485, 0.21041, 2.97676], [2.18539, 0.38811, -1.26198], [2.38750, -0.21534, 0.36027], [1.68942, -1.63615, -0.98028], [-0.93895, 3.27541, 0.03908], [1.70596, -0.22310, -0.48510], [-2.22549, 1.55314, 2.76876], [-0.81447, -1.34985, 0.96685], [-0.49686, -1.04561, -0.03707]],
  "forces_ev_per_a": [[0.9, 0.3, 1.0], [0.5, 2.6, -0.2], [0.3, 0.4, 0.1], [0.5, 0.1, -0.1], [-0.7, -0.2, -0.6], [0.2, 0.5, -0.1], [0.6, 0.0, 0.0], [0.2, 0.1, -0.5], [0.0, -0.6, -0.4], [-0.9, 0.0, -0.1], [0.0, 1.2, 0.0], [-0.2, 0.1, 0.2], [-0.1, 0.0, 0.2], [-0.4, 0.5, 0.6], [-1.3, -1.3, 0.4], [0.4, -0.1, 0.3], [0.7, -1.0, -1.3], [0.0, -0.1, 0.2], [0.9, 0.5, 0.3], [-1.6, -3.0, 0.0]],
  "e_above_lowest_kcal_mol": 17.0,
  "total_charge": -1,
  "spin_multiplicity": 2,
  "s2": 0.7504,
  "gap_ha": [0.1092, 0.3445]
}